## one
An isolated molecule of C4H6O4, computed with ωB97M-V with the def2-TZVPD basis set.

Each line ends with the Löwdin charge.
Cartesian coordinates (Å):
O  2.13678  -1.14702  -0.74159  0.110
C  1.37995  -1.28327  0.18220  -0.532
O  1.39625  -2.37674  0.96941  0.102
C  0.34922  -0.30243  0.65952  -0.073
C  -0.51226  0.17431  -0.55224  -0.065
C  -1.13836  1.49169  -0.21682  -0.548
O  -1.51156  1.81148  0.88465  0.105
O  -1.36859  2.25231  -1.28773  0.118
H  2.12629  -2.95858  0.69493  0.132
H  0.78342  0.56897  1.14244  0.135
H  -0.32347  -0.82870  1.32771  0.122
H  -1.33631  -0.54184  -0.54754  0.141
H  0.06341  0.23211  -1.45806  0.119
H  -2.04477  2.90770  -1.05687  0.132

HOMO energy ... -10.7 eV
LUMO energy ... 0.6 eV
Orbital gap ... 0.4163 hartree
Structure (SMILES) ... O=C(O)CCC(=O)O

=====

## two
A cluster of 2 separate species, C4H6O4 in total, computed with ωB97M-V with the def2-TZVPD basis set.

Each line ends with the Löwdin charge.
Cartesian coordinates (Å):
O  0.31719  1.01420  1.18695  0.115
C  -0.34225  1.88339  0.70037  -0.673
O  -0.71330  2.97724  1.35817  0.148
O  -0.79356  1.88610  -0.55075  0.099
H  -1.24234  3.55283  0.78626  0.130
H  -0.53132  1.05448  -1.03989  0.050
C  0.03349  -0.38982  -2.02129  0.104
C  -0.06560  -1.27633  -1.20972  -0.219
O  -0.28341  -2.11964  -0.26540  -0.040
C  0.67639  -2.16234  0.78873  -0.033
H  0.22619  0.13769  -2.90738  0.048
H  0.29362  -2.88307  1.50796  0.096
H  1.64722  -2.49419  0.41190  0.100
H  0.77766  -1.18054  1.25409  0.073

HOMO energy ... -9.9 eV
LUMO energy ... 0.7 eV
Orbital gap ... 0.3902 hartree
Structure (SMILES) ... O=C(O)O.C#COC

=====

Quick one: most stable of them? one

=====

## one
An isolated molecule of C4H6O4, computed with ωB97M-V with the def2-TZVPD basis set.

Each line ends with the Löwdin charge.
Cartesian coordinates (Å):
C  -1.41755  -0.40932  1.03841  0.012
C  -0.51053  -0.47301  -0.13799  -0.504
O  -1.04862  0.04400  -1.33468  0.046
O  0.21308  -1.67511  -0.32238  0.057
C  1.05799  -0.57709  0.05703  -0.266
O  1.83099  0.06089  -0.89698  0.009
C  1.46272  1.47965  -0.52574  -0.189
O  1.49205  1.99388  0.56167  0.122
H  -0.85669  -0.47728  1.97402  0.092
H  -2.13410  -1.23474  1.01456  0.094
H  -1.96876  0.53469  1.03953  0.095
H  -0.92997  -0.61177  -2.04184  0.122
H  1.42783  -0.61712  1.07901  0.160
H  1.38155  1.96233  -1.50464  0.150

HOMO energy ... -9.7 eV
LUMO energy ... 0.8 eV
Orbital gap ... 0.3872 hartree
Structure (SMILES) ... C[C@]1(O)O[C@H]1OC=O

=====

## two
An isolated molecule of C4H6O4, computed with ωB97M-V with the def2-TZVPD basis set.

Each line ends with the Löwdin charge.
Cartesian coordinates (Å):
C  -2.55001  -0.02676  0.27488  -0.068
O  -1.30149  -0.70656  0.26675  -0.135
C  -0.34107  -0.23680  -0.53788  -0.391
O  0.55503  -1.28286  -0.52593  -0.010
C  1.64262  -0.96572  0.34874  -0.082
O  1.72490  0.50036  0.30858  0.112
C  0.58078  0.89645  -0.18808  -0.371
O  0.14187  2.07464  -0.05908  0.077
H  -2.85754  -0.34925  1.36851  0.121
H  -3.36428  -0.38035  -0.52984  0.110
H  -2.05632  1.15663  -0.02870  0.169
H  -0.74157  -0.34378  -1.55001  0.181
H  1.49536  -1.43746  1.40954  0.174
H  2.56795  -1.33349  0.02198  0.113

HOMO energy ... -9.9 eV
LUMO energy ... 0.8 eV
Orbital gap ... 0.3932 hartree
Structure (SMILES) ... CO[C@@H]1OCOC1=O

=====

## three
An isolated molecule of C4H6O4, computed with ωB97M-V with the def2-TZVPD basis set.

Each line ends with the Löwdin charge.
Cartesian coordinates (Å):
C  2.10223  0.01970  -0.01861  -0.124
O  1.23435  -1.15894  -0.14518  -0.017
C  -0.01927  -0.68906  0.29829  -0.329
O  -1.24746  -1.16923  -0.15140  -0.008
C  -2.08532  0.01114  0.00579  -0.113
O  -1.25949  1.21169  0.09616  -0.005
C  -0.00939  0.70158  -0.32455  -0.295
O  1.25061  1.15328  0.13037  -0.015
H  2.77064  0.14389  -0.85383  0.130
H  2.65303  -0.11793  0.91559  0.136
H  -0.01196  -0.69196  1.39251  0.182
H  -2.61604  -0.11988  0.94148  0.132
H  -2.76302  0.04091  -0.84355  0.136
H  0.00109  0.66482  -1.44307  0.192

HOMO energy ... -10.1 eV
LUMO energy ... 1.0 eV
Orbital gap ... 0.4074 hartree
Structure (SMILES) ... C1O[C@H]2OCO[C@@H]2O1

=====

## four
An isolated molecule of C4H6O4, computed with ωB97M-V with the def2-TZVPD basis set.

Each line ends with the Löwdin charge.
Cartesian coordinates (Å):
O  2.85706  0.27554  0.22680  0.059
C  1.69483  -0.19562  0.07108  -0.339
O  1.57296  -1.55189  -0.27953  0.036
C  0.33652  0.69966  -0.15343  -0.262
O  0.31045  1.88515  -0.20483  0.160
C  -0.76672  -0.40488  0.25558  -0.088
C  -2.16136  0.29724  0.05674  -0.339
O  -3.22098  -0.58462  0.07156  -0.138
H  2.54192  -1.68491  -0.07576  0.136
H  -0.59473  -0.66734  1.39578  0.168
H  -0.68189  -1.31604  -0.42954  0.132
H  -2.27912  0.99553  0.93355  0.134
H  -1.97585  0.93507  -0.80350  0.107
H  -3.78582  -0.83415  -0.91244  0.235

HOMO energy ... -9.8 eV
LUMO energy ... -0.5 eV
Orbital gap ... 0.3411 hartree
Structure (SMILES) ... O=C(O)C(=O)CCO

=====

Quick one: most stable of them? one

=====

## one
An isolated molecule of C4H5NO, computed with ωB97M-V with the def2-TZVPD basis set.

Each line ends with the Löwdin charge.
Cartesian coordinates (Å):
C  -0.36480  1.49572  -0.48419  -0.213
N  -0.96988  1.05128  0.53420  0.104
C  -0.26447  -0.12483  0.90072  -0.255
C  -0.14119  -1.15367  -0.20469  -0.047
C  0.96377  -0.18070  0.02008  -0.225
O  0.84736  0.95405  -0.83275  -0.002
H  -0.99248  2.03058  -1.17240  0.131
H  -0.34155  -0.44538  1.92740  0.133
H  -0.69964  -1.02036  -1.13214  0.122
H  -0.00822  -2.17751  0.11617  0.105
H  1.97110  -0.42918  0.32759  0.146

HOMO energy ... -9.5 eV
LUMO energy ... 1.1 eV
Orbital gap ... 0.3871 hartree
Structure (SMILES) ... C1=N[C@H]2C[C@H]2O1

=====

## two
A structure of composition C4H5NO, computed with ωB97M-V with the def2-TZVPD basis set.

Each line ends with the Löwdin charge.
Cartesian coordinates (Å):
C  -0.91654  -0.27263  0.79622  -0.026
C  0.02914  0.66902  0.81102  -0.242
C  1.49660  -0.84029  -0.83650  -0.086
O  1.69561  -1.82328  -0.30134  0.049
C  -0.11716  1.87949  0.05013  -0.238
N  -0.25050  2.84255  -0.57965  0.154
H  -1.83478  -0.15000  0.22988  0.081
H  -0.40588  -1.08283  -1.25510  0.084
H  -0.76759  -1.22017  1.30636  0.082
H  0.96992  0.53353  1.33563  0.104
H  0.10118  -0.53539  -1.55664  0.038

HOMO energy ... -10.6 eV
LUMO energy ... 0.1 eV
Orbital gap ... 0.3922 hartree

=====

Quick one: most stable of them? one

=====

## one
An isolated molecule of C4H5N3O, computed with ωB97M-V with the def2-TZVPD basis set.

Each line ends with the Löwdin charge.
Cartesian coordinates (Å):
C  1.01660  1.76145  0.31597  -0.167
C  1.62267  0.36556  0.61305  -0.075
C  0.39386  -0.47247  0.36544  -0.260
N  0.01346  -1.68723  0.49411  0.123
O  -1.22242  -1.74844  -0.06760  -0.097
N  -1.53984  -0.50893  -0.71497  0.153
C  -0.56385  0.25487  -0.40140  -0.353
N  -0.05058  1.50513  -0.71209  0.060
H  0.58810  2.18173  1.22778  0.112
H  1.73337  2.50244  -0.07905  0.118
H  2.35085  0.16230  -0.23766  0.143
H  2.05864  0.27734  1.60453  0.114
H  -0.72865  2.24439  -0.80246  0.127

HOMO energy ... -9.5 eV
LUMO energy ... 0.7 eV
Orbital gap ... 0.3752 hartree
Structure (SMILES) ... C1Cc2nonc2N1

=====

## two
A cluster of 2 separate species, C4H5N3O in total, computed with ωB97M-V with the def2-TZVPD basis set.

Each line ends with the Löwdin charge.
Cartesian coordinates (Å):
C  1.77921  -0.33408  -0.33548  -0.333
C  -0.40679  0.17597  0.30135  -0.399
C  -1.48870  -0.90195  0.46503  -0.155
C  -1.21925  1.18053  -0.29127  -0.218
H  1.35910  2.10621  -0.28418  0.246
H  2.66327  -1.26512  -0.29076  0.191
H  0.27254  -1.27379  -0.80860  0.103
H  0.11388  0.16728  1.43013  0.210
H  -2.10575  -0.88315  1.56803  0.199
N  2.21802  0.79220  0.16556  -0.014
N  0.39036  -0.20769  -0.91176  -0.010
N  -2.03264  2.09480  -0.44993  0.178
O  -1.54326  -1.65123  -0.55811  0.002

HOMO energy ... -9.9 eV
LUMO energy ... -0.5 eV
Orbital gap ... 0.3446 hartree

=====

## three
An isolated molecule of C4H5N3O, computed with ωB97M-V with the def2-TZVPD basis set.

Each line ends with the Löwdin charge.
Cartesian coordinates (Å):
C  1.81117  0.97464  -0.20722  -0.096
N  2.87932  0.24517  0.08989  -0.005
N  2.57711  -0.97607  0.19266  0.079
O  1.11427  -1.00905  0.02054  -0.003
C  0.66782  0.17704  -0.23505  -0.372
N  -0.65580  0.47861  -0.35238  -0.005
C  -1.72615  0.25589  0.63576  -0.106
C  -1.53964  -0.80202  -0.38723  -0.049
H  1.97265  2.03720  -0.43726  0.112
H  -2.66032  0.80615  0.49674  0.105
H  -1.39553  0.20531  1.72498  0.141
H  -2.15417  -0.75538  -1.29062  0.112
H  -0.89073  -1.63749  -0.25081  0.087

HOMO energy ... -9.2 eV
LUMO energy ... 0.9 eV
Orbital gap ... 0.3703 hartree
Structure (SMILES) ... c1nnoc1N1CC1

=====

## four
An isolated molecule of C4H5N3O, computed with ωB97M-V with the def2-TZVPD basis set.

Each line ends with the Löwdin charge.
Cartesian coordinates (Å):
H  3.55818  -1.28087  0.78997  0.105
N  2.64513  -0.87564  1.25753  0.114
C  1.49666  -0.63306  0.74596  -0.492
N  0.40776  0.02817  1.28340  0.199
C  -0.35295  0.13730  0.25698  -0.424
C  -1.52033  1.03979  0.31446  -0.099
C  -2.18202  1.26376  -0.81488  0.049
O  -0.00187  -0.22255  -0.98249  -0.019
N  1.11556  -1.03584  -0.61919  0.053
H  -1.58458  1.10007  1.41402  0.117
H  -3.03269  1.86271  -1.14142  0.057
H  -1.52695  0.73558  -1.79823  0.159
H  0.97808  -2.11941  -0.70611  0.182

HOMO energy ... -9.5 eV
LUMO energy ... -0.1 eV
Orbital gap ... 0.3473 hartree
Structure (SMILES) ... [H]/N=c1/nc(C=C)o[nH]1

=====

Quick one: most stable of them? one

=====

## one
A structure of composition C4H5N3O, computed with ωB97M-V with the def2-TZVPD basis set.

Each line ends with the Löwdin charge.
Cartesian coordinates (Å):
C  -0.36027  1.44142  0.79960  -0.319
C  -0.79016  -0.04139  -0.59555  -0.385
C  -0.02805  -1.42450  -1.16668  -0.059
C  0.89986  -1.07005  -0.06741  -0.081
H  0.62504  1.86875  2.38606  0.073
H  0.44547  -1.09289  -2.11750  0.105
H  -0.60561  -2.44421  -1.30162  0.143
H  0.79521  -1.56627  1.17865  0.202
H  1.97732  -0.99797  -0.32703  0.101
N  -1.50117  1.82009  0.06134  0.066
N  -1.67814  0.87763  -0.75023  -0.015
N  0.14142  0.35289  0.13407  0.061
O  0.07907  2.27649  1.76629  0.109

HOMO energy ... -8.2 eV
LUMO energy ... 0.2 eV
Orbital gap ... 0.3104 hartree

=====

## two
An isolated molecule of C4H5N3O, computed with ωB97M-V with the def2-TZVPD basis set.

Each line ends with the Löwdin charge.
Cartesian coordinates (Å):
H  -3.52251  0.50604  0.10065  0.095
N  -3.07259  -0.49727  -0.05471  0.103
C  -1.81960  -0.37135  -0.16502  -0.527
N  -0.78989  -1.28051  -0.13889  0.208
C  0.23476  -0.53394  -0.04984  -0.346
C  1.69842  -0.72835  0.14990  -0.099
C  2.66198  0.19235  -0.15973  0.039
O  0.10397  0.84060  0.04880  -0.069
N  -1.37367  1.03297  -0.13180  0.072
H  1.85990  -1.75375  0.45643  0.097
H  3.83216  -0.10020  -0.27637  0.123
H  2.14466  1.19089  -0.52928  0.107
H  -1.95758  1.50252  0.74985  0.197

HOMO energy ... -9.4 eV
LUMO energy ... -0.3 eV
Orbital gap ... 0.3377 hartree
Structure (SMILES) ... [H]/N=c1/nc(C=C)o[nH]1

=====

## three
An isolated molecule of C4H5N3O, computed with ωB97M-V with the def2-TZVPD basis set.

Each line ends with the Löwdin charge.
Cartesian coordinates (Å):
C  -2.84712  -0.21226  0.01080  -0.056
N  -1.61259  -0.05422  -0.06385  -0.119
N  -0.83473  -1.19356  -0.04802  0.077
C  0.38796  -0.75642  0.08365  -0.331
C  0.91554  0.60578  0.21126  -0.129
C  2.40401  0.50745  -0.07504  -0.134
N  2.68228  -0.71634  -0.17612  0.092
O  1.49548  -1.62501  0.15057  -0.018
H  -3.44469  0.78899  -0.05185  0.097
H  -3.34289  -1.14329  -0.26096  0.068
H  0.25362  1.34788  -0.53407  0.181
H  0.68861  1.12591  1.09849  0.095
H  3.25452  1.32510  -0.34486  0.178

HOMO energy ... -9.4 eV
LUMO energy ... 0.6 eV
Orbital gap ... 0.3673 hartree
Structure (SMILES) ... C=N/N=C1\CC=NO1

=====

## four
An isolated molecule of C4H5N3O, computed with ωB97M-V with the def2-TZVPD basis set.

Each line ends with the Löwdin charge.
Cartesian coordinates (Å):
C  0.97501  -2.22269  -0.91297  -0.188
C  -0.33213  0.99825  0.10383  -0.566
C  0.06647  0.78667  1.38989  -0.011
C  0.96931  -0.94225  -0.34599  -0.037
N  0.94435  -3.29075  -1.39004  0.180
N  -0.15060  -0.36044  -0.62592  -0.117
N  -1.04472  -0.69057  -1.45012  0.186
O  -0.74419  1.84394  -0.60779  0.064
H  0.31075  1.71102  1.98019  0.076
H  -0.03473  -0.03703  2.00956  0.024
H  1.39280  -0.63915  0.56401  0.100
H  -0.82766  -1.37974  -2.17227  0.141
H  -1.66179  0.09784  -1.64435  0.147

HOMO energy (spin up / spin down) ... -8.0 / -8.0 eV
LUMO energy (spin up / spin down) ... -1.1 / -1.1 eV
Orbital gap (spin up / spin down) ... 0.2540 / 0.2540 hartree

=====

Quick one: most stable of them? four

=====

## one
A cluster of 5 separate species, H10O5 in total, computed with ωB97M-V with the def2-TZVPD basis set.

Each line ends with the Löwdin charge.
Cartesian coordinates (Å):
O  -0.04733  -0.99089  -2.10517  -0.024
H  -0.01144  -0.42058  -2.87309  0.067
H  -0.16592  -1.87010  -2.46453  0.065
O  2.97736  -0.26023  -1.26067  -0.051
H  2.04491  -0.44413  -1.37439  -0.014
H  3.01769  0.68154  -1.09434  0.032
O  -0.33666  2.13489  0.15694  -0.061
H  0.03316  2.42800  0.98974  0.033
H  -0.81886  1.33753  0.37588  -0.022
O  -0.92894  -0.50229  0.60175  -0.052
H  -0.56429  -0.59207  -0.27870  0.016
H  -1.73965  -1.01067  0.57873  0.077
O  -0.92312  -0.04746  3.20929  -0.062
H  -1.87556  -0.14266  3.21443  0.025
H  -0.66138  -0.30089  2.32413  -0.029

HOMO energy ... -11.0 eV
LUMO energy ... 0.0 eV
Orbital gap ... 0.4035 hartree
Structure (SMILES) ... O.O.O.O.O

=====

## two
A cluster of 5 separate species, H10O5 in total, computed with ωB97M-V with the def2-TZVPD basis set.

Each line ends with the Löwdin charge.
Cartesian coordinates (Å):
O  -2.54912  4.67887  4.90825  -0.055
H  -2.68630  5.52680  5.33069  0.028
H  -1.59772  4.58929  4.85321  0.027
O  -2.60785  -1.16495  -3.33221  -0.052
H  -3.14621  -0.65071  -2.73059  0.028
H  -1.70688  -0.94013  -3.09996  0.024
O  3.16427  -3.88035  -2.33615  -0.054
H  3.11770  -4.23732  -3.22307  0.029
H  2.81321  -2.99341  -2.41569  0.015
O  1.93530  -0.23906  -1.35533  -0.052
H  2.18617  0.63853  -1.64364  0.031
H  2.51701  -0.42496  -0.61824  0.035
O  -0.23024  -0.46345  2.14018  -0.054
H  -0.96666  0.11615  2.33505  0.029
H  -0.24272  -0.55533  1.18748  0.021

HOMO energy ... -11.5 eV
LUMO energy ... 0.3 eV
Orbital gap ... 0.4321 hartree
Structure (SMILES) ... O.O.O.O.O

=====

Quick one: most stable of them? one